1.
Here is one molecule with the formula C2H6IOPS in a non-equilibrium geometry from the OMol25 dataset. Energies are from ωB97M-V with the def2-TZVPD basis set.

Geometry as XYZ:
```
12
Properties=species:S:1:pos:R:3:forces:R:3
C 0.147 0.840 0.197 -0.330 -1.497 -0.583
C -1.197 0.209 -0.232 -0.185 0.320 2.696
O -2.676 2.356 -0.517 -0.044 0.286 -0.163
P 1.576 -0.362 0.055 0.593 1.982 -0.983
S -2.553 1.229 0.410 0.385 0.942 0.625
I -4.343 -0.343 0.009 -0.517 -0.456 -0.203
H 0.395 1.658 -0.420 -0.139 1.275 -0.481
H 0.107 1.083 1.215 -0.001 0.883 1.465
H -1.533 -0.754 0.233 1.206 0.307 -0.990
H -1.323 0.401 -1.244 -0.299 -0.798 -2.229
H 0.947 -0.813 -1.104 0.045 -1.147 -0.188
H 0.952 -0.999 1.047 -0.715 -2.098 1.034
```
Forces are in eV/Å.

For the energy above the lowest of the compared OMol25 structures with the same formula, charge and spin, the calculation gives 47.3 kJ/mol. The calculation puts the orbital gap at 8.744 eV. Its calculated total energy is -1192.20455 Eh. For the LUMO energy, the calculation gives -0.6 eV. As for the net charge: 0.

***

2.
Here is one molecule with the formula C4H9NO2 in a non-equilibrium geometry from the OMol25 dataset. Energies are from ωB97M-V with the def2-TZVPD basis set.

Geometry as XYZ:
```
16
Properties=species:S:1:pos:R:3:forces:R:3
C -0.913 1.314 -1.533 0.484 -1.170 -0.266
N -0.783 0.740 -0.210 0.224 0.282 0.121
C -1.772 1.121 0.771 -0.419 -0.831 -0.187
C -0.398 -0.663 -0.192 0.120 0.560 0.299
C 1.058 -0.794 0.206 -0.565 -0.952 0.001
O 1.973 -0.665 -0.552 0.510 0.464 -0.328
O 1.255 -1.220 1.479 -0.183 0.536 -0.366
H -1.669 0.802 -2.150 -0.477 0.310 0.183
H -1.078 2.383 -1.481 -0.034 0.103 -0.070
H 0.010 1.077 -2.073 0.080 0.533 0.100
H -1.867 2.203 0.803 0.146 0.041 0.287
H -1.481 0.673 1.722 0.092 0.550 0.177
H -2.782 0.704 0.584 0.064 0.113 -0.265
H -1.004 -1.212 0.525 -0.154 -0.170 -0.115
H -0.465 -1.097 -1.189 -0.215 -0.169 -0.022
H 2.219 -1.228 1.522 0.327 -0.199 0.451
```
Forces are in eV/Å.

For the energy above the lowest of the compared OMol25 structures with the same formula, charge and spin, the calculation gives 130.2 kJ/mol. The calculation puts the orbital gap at 9.255 eV. Its calculated total energy is -363.03593 Eh. As for the structure (SMILES): CN(C)CC(=O)O. For the LUMO energy, the calculation gives 0.8 eV. As for the net charge: 0.

***

3.
Here is C18H37N2O6Sr as an isolated structure from the OMol25 dataset. Energies are from ωB97M-V with the def2-TZVPD basis set.

Geometry as XYZ:
```
64
Properties=species:S:1:pos:R:3:forces:R:3
Sr 0.313 -0.367 0.565 -0.015 0.675 -0.212
C 1.541 -1.395 3.542 0.084 0.003 -0.050
C 2.474 -0.224 3.313 -0.062 -0.019 0.061
O 2.310 0.160 1.936 0.263 0.039 0.145
C 3.449 0.694 1.239 0.017 -0.143 -0.176
C 3.761 -0.239 0.091 0.005 0.050 0.059
O 2.566 -0.389 -0.705 0.146 -0.089 0.021
C 2.642 -1.500 -1.617 -0.089 -0.146 -0.023
C 1.967 -2.722 -1.030 0.164 0.043 -0.077
O 0.589 -2.379 -0.804 0.056 -0.308 -0.166
C -0.208 -3.446 -0.265 -0.169 -0.107 0.044
C -1.652 -2.995 -0.280 0.031 -0.078 -0.097
O -1.768 -1.694 0.328 -0.146 -0.132 0.031
C -2.675 -1.599 1.439 -0.035 0.102 0.098
C -2.864 -0.126 1.758 -0.050 -0.110 -0.041
O -1.617 0.580 1.895 -0.193 -0.105 0.085
C -1.175 0.828 3.240 0.076 -0.017 0.109
C -0.673 -0.433 3.914 -0.015 0.004 -0.056
O 0.234 -1.106 3.019 -0.004 0.037 0.210
H 1.498 -1.668 4.597 -0.055 0.020 0.004
H 1.898 -2.265 2.988 -0.007 -0.007 0.011
H 3.500 -0.539 3.513 0.017 0.035 -0.040
H 2.241 0.629 3.955 -0.011 0.000 -0.004
H 4.320 0.775 1.889 -0.044 0.015 0.065
H 3.193 1.694 0.884 0.022 0.008 -0.004
H 4.062 -1.215 0.483 0.000 -0.003 -0.015
H 4.568 0.156 -0.528 -0.001 0.019 0.009
H 3.678 -1.727 -1.870 0.011 0.030 0.028
H 2.132 -1.205 -2.534 0.000 0.024 0.010
H 2.433 -3.019 -0.083 -0.008 -0.010 -0.004
H 2.047 -3.561 -1.725 -0.073 0.001 -0.006
H 0.129 -3.680 0.753 0.011 0.029 -0.004
H -0.114 -4.351 -0.870 0.087 0.033 -0.028
H -2.264 -3.730 0.245 -0.013 0.036 0.033
H -2.015 -2.920 -1.306 -0.007 0.032 0.010
H -2.269 -2.160 2.284 0.004 0.006 -0.001
H -3.649 -2.021 1.179 0.022 -0.022 -0.042
H -3.468 -0.024 2.661 0.017 0.038 0.008
H -3.400 0.359 0.941 -0.003 0.005 0.006
H -1.968 1.292 3.832 -0.044 -0.013 -0.054
H -0.361 1.549 3.146 -0.018 0.014 0.003
H -1.483 -1.123 4.157 -0.008 0.009 0.002
H -0.178 -0.163 4.848 0.031 -0.024 -0.008
C -2.512 1.832 -3.222 -0.039 -0.077 0.028
C -1.872 0.837 -2.226 0.030 0.000 0.016
N -0.630 1.389 -1.649 -0.005 0.052 0.037
C 0.357 1.560 -2.732 -0.007 -0.002 0.024
C -0.217 2.429 -3.876 0.091 -0.053 0.004
N -1.543 2.960 -3.416 -0.007 0.031 -0.040
C -1.375 3.720 -2.134 0.010 0.019 0.098
C -0.923 2.708 -1.055 -0.012 -0.019 -0.031
H -3.440 2.259 -2.850 0.008 0.025 -0.007
H -2.703 1.382 -4.195 0.011 0.019 -0.011
H -1.630 -0.102 -2.722 -0.005 0.002 -0.009
H -2.570 0.616 -1.420 -0.005 -0.001 -0.001
H 0.628 0.579 -3.118 0.001 0.000 -0.003
H 1.255 2.015 -2.317 -0.002 0.006 0.002
H -0.390 1.861 -4.787 -0.031 0.010 -0.003
H 0.421 3.278 -4.113 -0.022 0.016 -0.002
H -1.908 3.593 -4.129 -0.009 -0.002 0.006
H -2.328 4.187 -1.891 -0.009 -0.001 -0.031
H -0.641 4.503 -2.309 0.003 -0.007 -0.027
H -1.696 2.581 -0.297 0.002 0.004 0.001
H -0.027 3.083 -0.560 -0.001 0.004 0.005
```
Forces are in eV/Å.

For the energy above the lowest of the compared OMol25 structures with the same formula, charge and spin, the calculation gives 0.0 kJ/mol. The calculation puts the orbital gap at 11.331 eV. Its calculated total energy is -1298.87161 Eh. For the LUMO energy, the calculation gives -7.5 eV. As for the net charge: +3.

***

4.
Here is C46H52As2N5O10S2Tl as an isolated structure from the OMol25 dataset. Energies are from ωB97M-V with the def2-TZVPD basis set.

Geometry as XYZ:
```
118
Properties=species:S:1:pos:R:3:forces:R:3
Tl -0.741 0.288 -1.168 -0.156 -0.034 0.041
S 1.080 1.730 -3.821 0.132 -0.065 0.019
C 0.280 3.223 -3.778 -0.013 0.119 -0.070
S 0.111 3.560 -2.120 0.010 0.030 0.070
C -0.150 3.990 -4.841 -0.020 -0.029 -0.003
C 0.095 3.595 -6.184 -0.020 -0.053 -0.080
N 0.290 3.297 -7.281 0.021 0.012 -0.009
C -0.849 5.209 -4.629 0.008 0.066 0.062
N -1.414 6.201 -4.462 -0.032 0.015 -0.019
C 3.129 1.000 -0.779 -0.009 -0.019 -0.065
C 2.888 -0.480 -0.784 0.008 0.237 0.083
O 1.797 -0.945 -0.526 -0.037 -0.224 -0.189
C 4.028 -1.411 -1.095 -0.087 0.068 0.020
C 5.337 -0.960 -1.220 0.014 -0.056 -0.002
C 6.359 -1.857 -1.494 -0.029 0.014 -0.002
C 6.073 -3.204 -1.656 0.017 -0.016 -0.005
C 4.765 -3.657 -1.540 -0.009 -0.005 0.005
C 3.748 -2.764 -1.257 0.033 0.006 0.000
H 2.189 1.523 -0.611 0.086 -0.059 -0.051
H 3.554 1.322 -1.731 0.020 0.017 -0.022
H 3.821 1.271 0.022 -0.003 0.003 0.016
H 5.560 0.089 -1.099 0.008 0.082 0.018
H 7.378 -1.503 -1.584 0.029 0.011 -0.004
H 6.870 -3.903 -1.877 0.019 -0.018 -0.002
H 4.541 -4.707 -1.674 -0.002 -0.033 -0.006
H 2.721 -3.088 -1.161 -0.041 -0.014 -0.019
C -3.780 2.762 -0.629 -0.025 -0.031 -0.027
C -4.481 1.423 -0.567 0.039 -0.032 -0.020
O -3.602 0.488 0.037 -0.006 0.024 -0.047
C -4.190 -0.774 0.298 0.021 0.026 0.133
C -4.394 -1.616 -0.946 -0.044 -0.014 -0.005
H -4.435 3.512 -1.073 -0.033 0.027 -0.016
H -2.881 2.703 -1.243 0.029 -0.019 -0.028
H -3.488 3.096 0.366 0.005 0.006 0.048
H -4.759 1.098 -1.576 -0.002 0.002 -0.003
H -5.404 1.487 0.035 0.049 0.011 -0.025
H -5.144 -0.618 0.829 0.037 -0.034 -0.030
H -3.502 -1.278 0.982 -0.051 0.039 -0.047
H -5.117 -1.177 -1.632 -0.040 0.040 -0.022
H -4.758 -2.606 -0.660 -0.014 -0.039 0.015
H -3.453 -1.735 -1.480 0.074 0.016 -0.024
C -3.567 1.388 3.184 -0.060 0.003 0.011
O -2.169 1.305 2.982 -0.007 -0.110 0.166
C -1.480 0.588 3.932 -0.040 0.059 0.052
O -2.050 0.131 4.914 -0.037 0.061 -0.174
C -0.105 0.407 3.579 -0.037 0.058 -0.086
C 0.809 -0.240 4.447 0.041 0.101 0.201
As 1.471 0.767 5.956 -0.001 -0.055 -0.052
C 0.002 2.034 6.272 0.022 -0.008 0.054
C 2.429 2.042 4.707 -0.151 0.006 0.095
C 2.148 2.262 3.425 -0.032 0.020 -0.020
As 0.860 1.320 2.179 0.058 -0.042 0.041
C -0.199 2.944 1.812 -0.003 0.026 -0.011
C 2.980 3.231 2.645 -0.259 0.103 -0.052
O 3.800 2.870 1.839 0.164 -0.002 0.025
O 2.779 4.554 2.805 0.143 -0.087 -0.104
C 1.725 5.078 3.613 -0.017 0.015 0.111
C 3.464 2.834 5.430 -0.015 0.041 0.094
O 3.192 3.765 6.154 0.053 -0.072 -0.109
O 4.744 2.444 5.312 -0.054 0.137 0.086
C 5.041 1.260 4.552 0.009 -0.070 -0.026
C 1.837 -1.095 3.941 0.103 0.014 -0.032
O 2.911 -1.355 4.482 -0.030 -0.049 -0.109
O 1.492 -1.664 2.745 0.204 0.021 0.284
C 2.500 -2.427 2.114 0.092 -0.108 0.005
H -3.944 2.027 2.388 -0.020 -0.022 0.035
H -3.800 1.809 4.165 0.001 -0.010 -0.033
H -4.028 0.401 3.109 -0.014 0.018 0.028
H -0.793 1.533 6.822 0.003 0.003 -0.003
H -0.397 2.422 5.337 -0.002 0.016 -0.007
H 0.416 2.851 6.863 0.000 0.029 0.005
H -0.623 3.375 2.718 0.021 -0.009 -0.062
H -1.006 2.676 1.131 0.054 -0.010 0.008
H 0.457 3.659 1.314 0.016 0.037 -0.016
H 2.179 5.695 4.387 -0.052 -0.015 -0.015
H 1.142 4.290 4.085 0.015 0.056 -0.007
H 1.089 5.679 2.963 0.000 -0.009 0.050
H 6.105 1.098 4.702 -0.003 -0.045 -0.006
H 4.837 1.421 3.494 0.019 -0.039 0.026
H 4.468 0.406 4.916 0.042 0.006 -0.056
H 2.051 -2.793 1.195 0.041 -0.006 -0.025
H 2.820 -3.257 2.747 0.013 -0.005 0.017
H 3.372 -1.810 1.886 0.001 -0.020 -0.017
C -4.907 1.083 -4.790 0.006 -0.020 -0.017
C -3.814 1.790 -4.304 -0.082 0.052 0.024
C -2.693 1.128 -3.838 0.023 0.069 0.010
C -2.606 -0.275 -3.840 -0.129 0.176 -0.118
C -3.718 -0.973 -4.349 0.027 -0.113 0.105
C -4.839 -0.306 -4.806 -0.095 0.050 -0.037
N -1.500 -0.861 -3.277 0.114 -0.124 0.232
C -0.896 -1.942 -3.830 0.102 -0.043 -0.075
C 0.119 -2.602 -3.099 0.089 0.022 0.060
C 0.800 -3.689 -3.609 0.067 -0.052 0.021
C 0.527 -4.182 -4.881 0.020 -0.045 -0.016
C -0.433 -3.520 -5.636 0.030 -0.071 -0.053
C -1.123 -2.431 -5.139 -0.089 0.041 -0.003
H -5.782 1.601 -5.161 -0.020 0.007 -0.001
H -3.824 2.873 -4.295 -0.008 0.054 -0.002
H -1.839 1.700 -3.495 -0.006 -0.019 0.010
H -3.703 -2.056 -4.348 0.019 -0.014 -0.005
H -5.680 -0.883 -5.176 -0.015 -0.004 -0.013
H 0.373 -2.226 -2.114 0.003 -0.027 -0.019
H 1.574 -4.154 -3.006 -0.013 0.001 -0.009
H 1.067 -5.032 -5.280 0.002 0.002 -0.005
H -0.640 -3.848 -6.649 -0.003 -0.010 -0.014
H -1.832 -1.922 -5.776 -0.031 0.012 -0.021
C -1.271 -5.804 0.525 -0.020 -0.083 -0.018
N -1.196 -4.369 0.653 -0.022 -0.003 -0.020
C -0.927 -3.655 1.798 0.013 0.025 0.039
C -0.913 -2.345 1.428 -0.082 0.033 0.032
N -1.167 -2.242 0.085 -0.001 0.117 -0.024
C -1.325 -3.466 -0.345 -0.101 -0.100 -0.096
H -1.278 -6.243 1.521 -0.009 -0.005 -0.037
H -0.414 -6.195 -0.026 -0.031 0.003 0.018
H -2.189 -6.094 0.009 0.065 0.004 0.022
H -0.758 -4.135 2.743 0.021 -0.041 0.101
H -0.703 -1.485 2.039 -0.086 0.038 0.005
H -1.519 -3.750 -1.365 -0.031 -0.047 -0.129
```
Forces are in eV/Å.

The calculation puts the orbital gap (alpha / beta) at 5.948 / 5.223 eV. Its calculated total energy is -8250.65947 Eh. For the LUMO energy (alpha / beta), the calculation gives 3.6 / 2.9 eV. As for the net charge: -2.